1.
Computed, not measured: a structure of composition C39H32Cl5I2N5O4Ti, with ωB97M-V/def2-TZVPD.

Calculated values
- orbital gap (eV) = 5.99
- energy above the lowest of the compared OMol25 structures with the same formula, charge and spin (kJ/mol) = 0.0
- E_HOMO (Eh) = -0.447
- spin multiplicity = 1
- total charge = +2

Last column: Löwdin charge in e.
Element x y z (Å)
Ti1 0.646 -0.566 -0.054  1.16
C1 3.987 5.101 2.261  -0.02
C2 3.198 3.826 2.153  -0.23
C3 2.093 3.573 2.942  0.05
C4 1.330 2.401 2.800  -0.12
C5 0.255 2.163 3.696  0.04
N1 -0.540 1.136 3.651  0.09
C6 -1.607 0.843 4.608  -0.11
C7 -1.522 -0.616 5.095  -0.12
C8 -2.845 -1.382 5.022  -0.11
N2 -3.358 -1.328 3.640  0.12
C9 -2.796 -1.857 2.604  0.04
C10 -1.819 -2.913 2.558  -0.11
C11 -2.017 -4.168 3.148  0.05
C12 -1.254 -5.262 2.769  -0.24
C13 -1.470 -6.623 3.372  -0.03
C14 -0.320 -5.073 1.748  0.06
C15 -0.062 -3.832 1.175  -0.09
C16 0.825 -3.698 0.036  -0.04
N3 1.175 -2.579 -0.466  -0.06
C17 1.949 -2.571 -1.719  -0.21
C18 3.443 -2.520 -1.435  -0.15
C19 3.754 -1.747 -0.162  -0.17
N4 2.883 -0.584 0.088  0.00
C20 3.481 0.498 0.427  -0.04
C21 2.875 1.635 1.096  -0.11
C22 3.602 2.808 1.287  0.07
C23 1.662 1.466 1.788  -0.26
O1 0.900 0.428 1.598  -0.17
C24 -0.774 -2.704 1.632  -0.26
O2 -0.510 -1.482 1.287  -0.15
H1 3.952 5.656 1.323  0.09
H2 5.034 4.899 2.487  0.09
H3 3.592 5.744 3.045  0.08
H4 1.800 4.294 3.698  0.14
H5 0.093 2.871 4.505  0.16
H6 -0.382 0.494 2.864  0.12
H7 -2.555 1.050 4.107  0.13
H8 -1.521 1.545 5.435  0.13
H9 -1.154 -0.656 6.119  0.13
H10 -0.790 -1.154 4.487  0.12
H11 -3.616 -0.956 5.661  0.14
H12 -2.701 -2.417 5.319  0.12
H13 -4.105 -0.671 3.442  0.15
H14 -3.129 -1.457 1.650  0.11
H15 -2.833 -4.310 3.848  0.13
H16 -2.276 -6.608 4.104  0.08
H17 -0.569 -6.974 3.876  0.09
H18 -1.727 -7.356 2.607  0.09
H19 0.228 -5.936 1.381  0.14
H20 1.157 -4.620 -0.445  0.16
H21 1.639 -1.685 -2.281  0.05
H22 1.671 -3.427 -2.334  0.12
H23 3.953 -2.085 -2.294  0.09
H24 3.839 -3.530 -1.313  0.12
H25 4.799 -1.432 -0.154  0.13
H26 3.618 -2.403 0.701  0.13
H27 4.567 0.548 0.324  0.15
H28 4.537 2.927 0.747  0.15
Cl1 -6.387 -2.336 -0.639  0.73
C25 -4.736 -1.929 -0.853  -0.71
C26 -4.222 -0.760 -0.297  -0.71
Cl2 -5.222 0.250 0.681  0.72
C27 -2.881 -0.437 -0.461  -0.61
Cl3 -2.197 0.992 0.214  0.83
C28 -2.008 -1.283 -1.155  -0.42
O3 -0.731 -0.978 -1.280  -0.22
C29 -2.536 -2.454 -1.711  -0.58
Cl4 -1.473 -3.493 -2.573  0.78
C30 -3.884 -2.773 -1.572  -0.69
Cl5 -4.498 -4.211 -2.264  0.74
I1 2.788 0.659 -3.693  1.08
C31 1.904 2.278 -2.746  -0.62
C32 2.081 3.543 -3.350  -0.22
C33 1.532 4.663 -2.806  -0.66
I2 1.837 6.481 -3.773  1.00
C34 0.772 4.569 -1.606  -0.19
C35 0.166 5.679 -0.977  -0.03
C36 -0.539 5.503 0.178  -0.03
C37 -0.625 4.208 0.713  -0.14
N5 -0.086 3.147 0.167  0.10
C38 0.599 3.303 -0.993  -0.14
C39 1.171 2.130 -1.596  -0.33
O4 0.995 0.933 -1.034  -0.24
H29 2.657 3.608 -4.263  0.08
H30 0.264 6.659 -1.423  0.06
H31 -1.022 6.332 0.676  0.11
H32 -1.175 4.052 1.639  0.11

=====

2.
Computed, not measured: a cluster of 2 separate species, C6H10N2O4P in total, with ωB97M-V/def2-TZVPD.

Calculated values
- orbital gap (eV) = 10.01
- E_HOMO (Eh) = -0.516
- spin multiplicity = 1
- total charge = +1

Last column: natural (NBO) charge in e.
Element x y z (Å)
C1 -4.283 -0.624 0.213  1.05
C2 1.965 -0.674 -0.790  0.78
C3 -0.274 2.113 -0.688  0.30
C4 1.516 -1.295 0.522  -0.17
C5 -0.578 3.444 -0.178  -0.71
C6 2.141 -2.673 0.696  -0.61
N1 -0.795 1.033 -0.257  -0.71
N2 0.062 -1.312 0.485  -0.96
O1 -5.396 -0.849 0.219  -0.44
O2 3.063 -0.432 -1.150  -0.48
O3 -3.153 -0.395 0.215  -0.60
O4 0.872 -0.388 -1.581  -0.79
P1 -0.582 -0.695 -0.926  1.50
H1 0.462 2.020 -1.486  0.23
H2 1.859 -0.630 1.328  0.23
H3 -1.365 3.438 0.575  0.24
H4 -0.866 4.096 -1.005  0.28
H5 0.330 3.889 0.238  0.28
H6 1.814 -3.344 -0.098  0.22
H7 1.859 -3.091 1.659  0.23
H8 3.226 -2.584 0.654  0.25
H9 -1.505 1.083 0.474  0.44
H10 -0.372 -2.131 0.882  0.43

=====

3.
Computed, not measured: the molecule C3H4NOP, with ωB97M-V/def2-TZVPD.

Calculated values
- orbital gap (eV) = 8.77
- energy above the lowest of the compared OMol25 structures with the same formula, charge and spin (kJ/mol) = 25.8
- E_HOMO (Eh) = -0.346
- spin multiplicity = 1
- total charge = 0

Last column: natural (NBO) charge in e.
Element x y z (Å)
C1 1.707 -0.687 0.026  0.22
C2 -0.604 1.300 -0.059  -1.02
C3 0.534 -1.448 -0.093  -0.89
N1 2.674 -0.105 0.011  -0.34
O1 -2.220 -1.065 0.011  -0.98
P1 -0.893 -0.482 0.104  1.88
H1 0.334 1.584 0.315  0.28
H2 -0.762 1.500 -1.138  0.28
H3 -1.369 1.949 0.636  0.28
H4 0.598 -2.546 0.189  0.30

=====

4.
Computed, not measured: a cluster of 2 separate species, C5H14N in total, with ωB97M-V/def2-TZVPD.

Calculated values
- orbital gap (eV) = 10.52
- energy above the lowest of the compared OMol25 structures with the same formula, charge and spin (kJ/mol) = 96.5
- E_HOMO (Eh) = -0.514
- spin multiplicity = 1
- total charge = +1

Last column: natural (NBO) charge in e.
Element x y z (Å)
C1 -2.841 0.659 -0.567  -0.42
N1 -1.419 1.038 -0.932  -0.72
H1 -2.927 -0.417 -0.654  0.24
H2 -3.103 1.046 0.411  0.24
H3 -3.509 1.139 -1.281  0.24
H4 -1.286 0.884 -1.929  0.44
H5 -0.874 0.316 -0.377  0.47
H6 -1.165 1.991 -0.688  0.44
C2 3.072 -0.416 0.171  -0.59
C3 1.647 0.103 0.434  -0.45
C4 0.629 -0.987 0.362  -0.16
C5 -0.465 -1.117 1.132  -0.46
H7 3.112 -0.947 -0.778  0.21
H8 3.714 0.461 0.106  0.23
H9 3.335 -1.076 0.993  0.22
H10 1.406 0.883 -0.306  0.19
H11 1.587 0.602 1.405  0.22
H12 0.806 -1.739 -0.403  0.21
H13 -1.080 -1.987 0.947  0.23
H14 -0.639 -0.435 1.955  0.21

=====

5.
Computed, not measured: a structure of composition C23H15N4O5PtS, with ωB97M-V/def2-TZVPD.

Calculated values
- orbital gap (spin up / spin down) (eV) = 7.73 / 6.36
- E_HOMO (spin up / spin down) (Eh) = -0.427 / -0.463
- spin multiplicity = 5
- total charge = +1

Last column: Mulliken spin population.
Element x y z (Å)
Pt1 0.830 0.058 0.280  1.67
O1 3.463 5.557 1.464  0.00
C1 2.945 4.355 1.192  0.00
C2 3.553 3.448 0.315  0.01
C3 2.930 2.238 0.112  -0.01
N1 1.785 1.963 0.713  0.15
C4 1.212 2.782 1.584  0.01
C5 1.758 4.012 1.857  0.01
C6 0.008 2.149 2.258  0.00
O2 -0.767 2.766 2.934  0.06
O3 -0.052 0.837 2.056  0.26
C7 3.491 1.066 -0.690  0.01
O4 4.410 1.219 -1.450  0.04
O5 2.900 -0.077 -0.414  0.24
H1 4.284 5.703 0.979  0.00
H2 4.494 3.658 -0.177  0.00
H3 1.301 4.683 2.570  0.00
C8 -1.998 -1.114 2.168  0.01
C9 -2.436 -0.463 0.895  0.00
C10 -3.826 -0.249 0.726  -0.01
C11 -4.309 0.224 -0.452  0.02
C12 -3.405 0.490 -1.505  -0.02
C13 -3.844 0.926 -2.777  0.20
C14 -2.951 1.163 -3.798  -0.04
C15 -1.592 0.991 -3.569  0.14
C16 -1.109 0.587 -2.316  0.04
S1 0.562 0.466 -2.102  0.89
C17 -2.035 0.304 -1.254  0.09
N2 -1.570 -0.146 -0.060  0.11
H4 -2.700 -1.914 2.408  0.00
H5 -2.010 -0.388 2.980  0.00
H6 -0.991 -1.512 2.107  0.00
H7 -4.484 -0.487 1.550  0.00
H8 -5.370 0.382 -0.602  0.00
H9 -4.906 1.063 -2.934  0.00
H10 -3.298 1.485 -4.769  0.00
H11 -0.876 1.184 -4.357  -0.01
N3 1.659 -7.509 0.085  0.00
C18 1.515 -6.371 0.120  0.00
C19 1.328 -4.947 0.160  0.00
C20 0.079 -4.397 -0.112  0.00
C21 -0.057 -3.026 -0.066  -0.02
N4 0.960 -2.210 0.234  0.15
C22 2.163 -2.739 0.480  0.01
C23 2.389 -4.103 0.461  0.01
H12 -0.766 -5.024 -0.358  0.00
H13 -1.006 -2.555 -0.278  0.00
H14 2.962 -2.040 0.680  0.01
H15 3.374 -4.492 0.669  0.00

=====

6.
Computed, not measured: a structure of composition C30H31MoN6O7S3, with ωB97M-V/def2-TZVPD.

Calculated values
- orbital gap (spin up / spin down) (eV) = 6.65 / 6.81
- energy above the lowest of the compared OMol25 structures with the same formula, charge and spin (kJ/mol) = 107.1
- E_HOMO (spin up / spin down) (Eh) = -0.390 / -0.391
- spin multiplicity = 3
- total charge = +1

Last column: Mulliken spin population.
Element x y z (Å)
Mo1 -0.283 0.007 -0.025  1.82
C1 3.016 0.448 2.826  0.00
C2 2.367 0.077 1.532  0.05
N1 1.091 -0.259 1.508  -0.05
N2 0.558 -0.448 2.766  0.01
C3 -0.665 -0.839 2.863  0.00
S1 -1.731 -1.178 1.513  0.00
S2 -1.411 -1.042 4.408  -0.01
C4 0.039 -1.069 5.545  0.00
C5 0.458 -2.499 5.733  0.00
C6 1.239 -3.133 4.768  0.00
C7 1.492 -4.492 4.856  0.00
C8 0.971 -5.228 5.910  0.00
C9 0.221 -4.598 6.890  0.00
C10 -0.038 -3.238 6.801  0.00
C11 3.144 0.070 0.308  0.02
C12 4.529 -0.156 0.330  0.03
C13 5.242 -0.315 -0.838  -0.02
C14 4.594 -0.246 -2.070  0.02
C15 3.244 0.030 -2.127  -0.01
C16 2.515 0.191 -0.951  0.04
O1 1.217 0.496 -1.008  0.05
H1 2.309 1.025 3.417  0.00
H2 3.917 1.034 2.654  0.00
H3 3.271 -0.439 3.410  0.01
H4 -0.313 -0.615 6.469  0.00
H5 0.795 -0.451 5.069  0.00
H6 1.635 -2.556 3.943  0.00
H7 2.085 -4.983 4.096  0.00
H8 1.161 -6.291 5.976  0.00
H9 -0.171 -5.165 7.723  0.00
H10 -0.629 -2.745 7.563  0.00
H11 5.039 -0.261 1.277  0.00
H12 6.305 -0.509 -0.805  0.00
H13 5.146 -0.405 -2.987  0.00
H14 2.722 0.105 -3.071  0.00
O2 -1.800 -2.817 -2.437  0.03
C17 -1.577 -1.814 -1.823  0.01
O3 -0.506 -1.561 -1.102  0.02
C18 -2.511 -0.630 -1.788  0.04
C19 -3.789 -0.641 -2.301  -0.02
C20 -4.546 0.519 -2.239  0.04
C21 -3.949 1.664 -1.726  -0.02
C22 -2.660 1.599 -1.246  0.04
N3 -1.946 0.459 -1.209  -0.06
H15 -4.169 -1.560 -2.725  0.00
H16 -5.563 0.537 -2.603  0.00
H17 -4.481 2.604 -1.694  0.00
H18 -2.167 2.489 -0.879  0.01
C23 3.107 4.353 5.917  0.00
C24 1.645 4.739 6.070  0.00
S3 0.661 4.078 4.716  0.00
O4 -0.718 4.093 5.119  0.00
O5 1.206 2.820 4.259  0.00
C25 0.861 5.244 3.316  0.00
C26 -0.314 5.187 2.307  0.00
N4 -0.793 3.839 1.948  0.01
C27 -0.110 2.948 1.205  0.02
N5 -0.770 1.787 1.117  -0.13
C28 -1.915 1.941 1.864  0.04
C29 -1.945 3.193 2.373  0.01
N6 -3.036 3.759 3.134  0.00
O6 -3.194 4.966 3.080  0.00
O7 -3.753 2.968 3.695  0.00
C30 1.165 3.270 0.515  0.02
H19 3.659 4.617 6.817  0.00
H20 3.563 4.862 5.069  0.00
H21 3.187 3.279 5.762  0.00
H22 1.471 5.814 6.057  0.00
H23 1.189 4.315 6.964  0.00
H24 1.802 4.962 2.845  0.00
H25 0.924 6.244 3.740  0.00
H26 -0.007 5.675 1.383  0.00
H27 -1.172 5.712 2.710  0.00
H28 -2.664 1.178 1.976  0.00
H29 1.196 4.325 0.245  0.00
H30 1.255 2.678 -0.392  -0.01
H31 2.024 3.052 1.153  0.00

=====

Among the records above, which one has the highest total charge?
C39H32Cl5I2N5O4Ti